1.
# C7H10

A gas-phase ion, C7H10 (charge +1) (ωB97M-V/def2-TZVPD, OMol25).

Cartesian coordinates (Å):
C (1.1374, 1.6038, -0.5458)
C (0.8665, 0.1516, -0.4862)
C (1.7913, -0.7953, -0.8531)
C (-1.0176, -1.4012, -0.7268)
C (-0.4397, -0.3676, -0.0512)
C (-0.8383, 0.1365, 1.2860)
C (-2.0930, 0.0915, 1.7322)
H (2.0969, 1.8713, -0.0881)
H (0.3991, 2.3054, -0.1578)
H (1.2421, 1.8313, -1.6092)
H (1.5895, -1.6172, -1.5268)
H (2.8340, -0.6778, -0.5758)
H (-1.8009, -2.1256, -0.5661)
H (-0.5003, -1.6596, -1.6532)
H (-0.0643, 0.6179, 1.8708)
H (-2.3100, 0.4690, 2.7241)
H (-2.8929, -0.4340, 1.2269)

Force components x, y, z for each atom (eV/Å):
0.820 0.569 0.676
-1.395 0.091 -0.531
0.569 0.276 -0.342
1.284 -0.712 -1.478
0.416 -0.223 1.158
-0.586 0.251 -0.814
0.347 -0.483 0.554
0.022 -0.108 -0.139
-0.286 -0.548 0.168
0.067 -0.023 -0.117
-0.394 -0.484 0.578
0.082 0.272 -0.250
-0.568 0.684 0.824
-0.225 0.073 0.059
-0.033 0.059 -0.012
-0.104 0.067 -0.094
-0.015 0.239 -0.241

## Properties
M, g mol⁻¹: 94.157
Orbital gap (alpha / beta), Eh: 0.327 / 0.233
Energy above the lowest of the compared OMol25 structures with the same formula, charge and spin, kJ/mol: 134.5
Calculated total energy, Ha: -272.316372
LUMO (alpha / beta), eV: -5.2 / -7.5
Max |F|, eV Å⁻¹: 2.08
Net charge: +1
Multiplicity: 2
HOMO (alpha / beta), eV: -14.049 / -13.811



2.
# C3H5ClN4O4

C3H5ClN4O4 in the gas phase (ωB97M-V/def2-TZVPD, OMol25).

Cartesian coordinates (Å):
C (0.1148, 1.0134, -0.3817)
C (-1.2377, 1.0646, -0.2893)
C (1.8719, 2.2262, 0.4136)
N (-1.9938, -0.1227, -0.4098)
N (-0.0314, -1.3805, -0.5216)
N (0.8005, -0.2060, -0.2807)
N (-1.2596, -1.3771, 0.0892)
O (2.3562, 1.4689, 1.1834)
O (1.9209, -0.4605, -1.1352)
O (-1.2881, -1.4356, 1.4552)
O (0.9287, 2.0951, -0.4490)
Cl (-2.0060, 2.5651, -0.2849)
H (2.5132, 3.1312, 0.0019)
H (-2.9062, -0.0896, -0.0960)
H (-0.0504, -1.5513, -1.4560)
H (2.6845, -0.3250, -0.6136)
H (-1.0172, -0.5642, 1.8203)

Force components x, y, z for each atom (eV/Å):
7.115 -2.652 -1.700
-6.393 -0.612 1.502
5.229 3.430 -1.234
4.130 -0.361 -0.568
1.174 0.906 5.096
-1.333 -0.406 -0.273
-1.853 1.584 -2.336
-0.491 -1.278 1.434
-1.860 0.485 -1.257
0.638 0.526 0.577
-3.297 -0.129 -0.894
-0.392 0.180 -0.187
-1.275 -0.925 1.171
-2.218 -0.005 0.803
-0.641 -0.623 -3.321
1.318 0.239 1.401
0.148 -0.360 -0.214

## Properties
M, g mol⁻¹: 196.550
Orbital gap (alpha / beta), Eh: 0.206 / 0.298
Calculated total energy, Ha: -1097.114347
LUMO (alpha / beta), eV: 0.6 / -1.8
Max |F|, eV Å⁻¹: 7.78
Net charge: 0
Multiplicity: 3
HOMO (alpha / beta), eV: -5.012 / -9.894



3.
# C24H22BrMnN6O2S

A molecular structure, C24H22BrMnN6O2S (ωB97M-V/def2-TZVPD, OMol25).

Cartesian coordinates (Å):
Mn (0.9555, -1.9616, 0.8962)
N (-3.3350, -0.4415, 0.0846)
C (-3.7487, 0.8771, -0.0840)
C (-4.9715, 1.2997, 0.4283)
C (-5.3965, 2.6020, 0.2261)
C (-4.5963, 3.5056, -0.4640)
C (-3.3728, 3.1031, -0.9719)
C (-2.9528, 1.7937, -0.7930)
S (-1.4035, 1.2700, -1.4773)
N (-1.2998, -0.3070, -1.0866)
C (-2.1968, -0.9672, -0.4404)
C (-2.0088, -2.4310, -0.3513)
C (-3.1024, -3.2588, -0.5902)
C (-2.9228, -4.6314, -0.6250)
C (-1.6414, -5.1263, -0.4551)
C (-0.6017, -4.2365, -0.2410)
N (-0.7642, -2.9092, -0.1599)
H (-3.9507, -1.0457, 0.6163)
H (-5.5894, 0.6091, 0.9819)
H (-6.3585, 2.9107, 0.6051)
H (-4.9234, 4.5224, -0.6053)
H (-2.7450, 3.7933, -1.5139)
H (-4.0745, -2.8384, -0.7904)
H (-3.7535, -5.2900, -0.8172)
H (-1.4437, -6.1848, -0.4856)
H (0.4089, -4.6168, -0.1491)
Br (2.9520, -0.4223, -1.9784)
C (3.6677, -1.9026, -1.0524)
C (4.9385, -2.3576, -1.3756)
C (5.4356, -3.4518, -0.6864)
C (4.6514, -4.0368, 0.2996)
C (3.4083, -3.4929, 0.5657)
N (2.9033, -2.4339, -0.1016)
C (2.5327, -4.0203, 1.7031)
O (2.9063, -4.9018, 2.4250)
O (1.3996, -3.3864, 1.7381)
H (5.5226, -1.8573, -2.1337)
H (6.4213, -3.8368, -0.8926)
H (4.9840, -4.8954, 0.8674)
N (0.8135, -0.1801, 0.6612)
C (1.1745, 0.9365, 0.5523)
N (1.5569, 2.1444, 0.4490)
C (1.5710, 2.8733, -0.8132)
C (0.7508, 4.1550, -0.6761)
C (1.1945, 4.9714, 0.5371)
C (1.1485, 4.1120, 1.7961)
C (2.0365, 2.8870, 1.6091)
H (1.1737, 2.2308, -1.5992)
H (2.6126, 3.1091, -1.0516)
H (-0.3096, 3.9031, -0.5922)
H (0.8848, 4.7330, -1.5888)
H (0.5453, 5.8394, 0.6492)
H (2.2121, 5.3342, 0.3856)
H (0.1253, 3.7876, 1.9985)
H (1.4989, 4.6780, 2.6570)
H (2.0093, 2.2441, 2.4892)
H (3.0699, 3.1948, 1.4201)

Force components x, y, z for each atom (eV/Å):
-0.199 -0.866 -2.521
-0.305 -1.111 0.509
-0.183 1.472 -0.435
0.454 -0.155 -0.217
0.179 0.327 -0.154
-0.304 -0.094 0.206
0.083 -0.513 0.121
-0.397 -0.279 0.440
0.014 1.156 -0.252
-0.368 -2.032 0.409
0.753 1.026 -0.523
-0.355 0.150 -0.074
0.383 -0.071 0.070
0.261 0.161 0.007
0.128 0.160 -0.044
0.042 -0.603 -0.129
0.413 0.079 0.785
0.217 0.173 -0.143
-0.099 -0.132 0.047
-0.037 0.044 0.061
-0.080 0.107 -0.032
0.040 0.127 -0.114
-0.046 0.152 0.007
-0.115 -0.103 0.021
0.094 -0.094 -0.044
-0.136 0.038 0.115
0.107 -0.132 -0.077
-0.299 0.676 -0.288
-0.084 -0.130 0.154
-0.241 0.093 0.097
-0.339 0.023 0.104
0.260 -0.392 0.419
-0.303 -0.218 0.758
3.171 -1.497 -0.690
-0.830 0.760 -0.325
-1.802 -0.756 1.695
-0.095 0.020 -0.051
0.111 -0.018 -0.101
-0.038 0.047 0.056
0.153 2.709 0.169
-0.339 -0.322 -0.178
0.099 -0.855 0.069
-0.273 0.559 -0.970
0.179 -0.027 -0.010
-0.246 -0.122 -0.024
0.146 0.078 -0.116
0.049 0.564 1.034
0.060 0.048 0.104
-0.006 -0.067 0.118
0.025 -0.049 0.017
-0.045 0.008 -0.087
0.073 0.022 0.001
0.062 0.097 -0.016
-0.024 0.000 0.056
0.021 -0.034 0.085
0.068 -0.050 -0.088
-0.056 -0.154 -0.030

## Properties
M, g mol⁻¹: 593.389
Orbital gap (alpha / beta), Eh: 0.119 / 0.175
Energy above the lowest of the compared OMol25 structures with the same formula, charge and spin, kJ/mol: 280.8
Calculated total energy, Ha: -5529.462884
LUMO (alpha / beta), eV: -9.1 / -7.5
Max |F|, eV Å⁻¹: 3.57
Net charge: +2
Multiplicity: 5
HOMO (alpha / beta), eV: -12.342 / -12.316



4.
# C24H20BrCl2IrNOS

A molecular structure, C24H20BrCl2IrNOS (ωB97M-V/def2-TZVPD, OMol25).

Cartesian coordinates (Å):
Ir (0.1221, -0.4034, 0.4016)
Br (2.3827, -2.1336, 0.1922)
C (2.0330, -2.5136, -1.6490)
C (2.9316, -3.3006, -2.3061)
C (2.6811, -3.6535, -3.6423)
C (1.5369, -3.2259, -4.2537)
C (0.6089, -2.4014, -3.5779)
C (-0.5754, -1.9687, -4.2153)
C (-1.4535, -1.1512, -3.5652)
C (-1.1786, -0.7208, -2.2551)
C (-0.0558, -1.1302, -1.5770)
C (0.8605, -1.9960, -2.2340)
H (3.8204, -3.6565, -1.8029)
H (3.3916, -4.2763, -4.1676)
H (1.3212, -3.5137, -5.2746)
H (-0.7743, -2.2979, -5.2274)
H (-2.3588, -0.8161, -4.0535)
H (-1.8836, -0.0405, -1.7941)
O (-0.1760, -1.2056, 2.7541)
C (-0.2897, -0.0917, 3.6556)
C (1.0526, 0.2325, 4.2945)
C (2.2118, 0.1721, 3.2895)
C (2.2378, 1.2550, 2.2433)
C (2.8506, 2.4679, 2.5359)
C (3.0391, 3.4115, 1.5430)
C (2.6287, 3.1126, 0.2524)
C (1.9897, 1.9127, 0.0322)
N (1.7695, 1.0137, 1.0081)
H (0.3352, -1.9041, 3.1813)
H (-1.0396, -0.3099, 4.4186)
H (-0.6500, 0.7464, 3.0557)
H (1.2576, -0.4908, 5.0879)
H (0.9966, 1.2201, 4.7551)
H (2.2165, -0.7905, 2.7783)
H (3.1442, 0.2441, 3.8497)
H (3.1982, 2.6494, 3.5439)
H (3.5229, 4.3536, 1.7632)
H (2.7903, 3.7969, -0.5674)
H (1.6334, 1.6451, -0.9528)
Cl (-2.3954, -1.0693, 0.8853)
C (-3.3440, 0.2608, 0.3161)
C (-4.7105, 0.0851, 0.2010)
C (-5.4905, 1.1306, -0.2605)
C (-4.9002, 2.3327, -0.6141)
C (-3.5322, 2.4971, -0.4839)
Cl (-2.8168, 4.0043, -0.9140)
C (-2.7144, 1.4635, -0.0006)
S (-1.0119, 1.7602, 0.2141)
H (-5.1559, -0.8619, 0.4755)
H (-6.5605, 1.0047, -0.3469)
H (-5.4969, 3.1512, -0.9921)

Force components x, y, z for each atom (eV/Å):
-0.287 0.841 -0.110
-0.768 0.241 0.141
0.206 -0.129 -0.123
0.019 0.079 0.295
-0.143 0.012 -0.196
0.170 -0.093 0.047
-0.109 0.086 0.160
-0.161 0.093 -0.041
0.082 -0.261 -0.150
0.079 0.078 0.195
-0.074 1.601 0.875
0.145 -0.037 0.175
-0.017 -0.024 -0.005
-0.008 0.000 -0.006
-0.004 0.005 -0.002
0.041 0.021 -0.009
-0.002 0.000 -0.010
0.106 -0.006 -0.075
-0.031 0.220 0.329
0.038 0.095 0.208
-0.037 -0.114 -0.224
-0.118 0.100 0.064
0.069 -0.264 0.229
-0.027 0.034 -0.163
-0.032 -0.020 -0.013
0.026 -0.031 0.100
0.174 0.202 -0.195
-0.849 -0.661 -1.348
-0.052 -0.049 -0.049
0.009 0.024 -0.019
-0.032 -0.057 -0.055
0.024 0.050 0.036
0.018 -0.012 0.070
0.059 -0.013 0.064
0.033 -0.024 -0.053
0.022 -0.052 0.000
-0.004 -0.003 0.019
-0.028 -0.019 -0.016
-0.022 0.007 0.050
0.844 -0.538 -0.129
-0.226 0.629 -0.346
-0.039 -0.225 0.014
0.010 -0.030 0.035
0.041 0.066 -0.011
-0.059 -0.264 0.099
0.011 0.119 -0.014
-0.138 -0.106 0.115
1.012 -1.580 0.091
0.008 -0.001 -0.039
0.006 0.001 -0.018
0.019 0.012 0.008

## Properties
M, g mol⁻¹: 713.524
Orbital gap (alpha / beta), Eh: 0.241 / 0.241
Energy above the lowest of the compared OMol25 structures with the same formula, charge and spin, kJ/mol: 141.3
Calculated total energy, Ha: -5053.219663
LUMO (alpha / beta), eV: -4.1 / -4.0
Max |F|, eV Å⁻¹: 1.88
Net charge: +1
Multiplicity: 1
HOMO (alpha / beta), eV: -10.595 / -10.595



5.
# C18H21Cl3HfN3

A molecular structure, C18H21Cl3HfN3 (ωB97M-V/def2-TZVPD, OMol25).

Cartesian coordinates (Å):
Hf (0.2811, 0.6278, 0.3166)
Cl (3.8565, -5.3610, 0.6399)
C (3.3510, -3.7731, 0.1816)
C (2.4994, -3.0619, 1.0065)
C (2.1040, -1.7897, 0.6193)
C (2.5391, -1.1954, -0.5624)
C (2.1223, 0.2115, -0.9053)
C (3.3948, -1.9440, -1.3699)
C (3.7971, -3.2190, -1.0117)
H (2.1453, -3.5022, 1.9286)
H (1.4278, -1.2728, 1.3128)
H (2.0811, 0.3542, -1.9877)
H (2.9027, 0.9014, -0.5444)
H (3.7529, -1.5152, -2.2976)
H (4.4628, -3.7859, -1.6479)
C (-1.9873, -0.5413, -2.5456)
C (-2.0474, -1.0679, -1.1094)
C (-1.5768, -2.5291, -1.0711)
C (-3.4859, -0.9733, -0.5787)
N (-1.1826, -0.2890, -0.2634)
H (-2.6778, -1.0923, -3.1844)
H (-0.9759, -0.6543, -2.9403)
H (-2.2644, 0.5147, -2.5709)
H (-2.1877, -3.1461, -1.7313)
H (-1.6564, -2.9263, -0.0576)
H (-0.5348, -2.5912, -1.3906)
H (-4.1644, -1.5790, -1.1811)
H (-3.8319, 0.0616, -0.6048)
H (-3.5312, -1.3281, 0.4523)
N (-0.5625, -0.3899, 7.8907)
C (-0.4404, -0.2152, 6.7633)
C (-0.2787, 0.0062, 5.3555)
C (0.6147, 0.9735, 4.9003)
C (0.7461, 1.1557, 3.5417)
N (0.0463, 0.4494, 2.6392)
C (-0.8194, -0.4817, 3.0860)
C (-1.0061, -0.7341, 4.4290)
H (1.1951, 1.5652, 5.5928)
H (1.4387, 1.8939, 3.1565)
H (-1.3712, -1.0151, 2.3235)
H (-1.7074, -1.4895, 4.7522)
Cl (-1.1651, 2.8438, -0.1527)
C (-0.0075, 4.1866, 0.1269)
Cl (1.5328, 3.5131, 0.6554)
H (-0.4157, 4.8281, 0.8988)
H (0.1382, 4.7097, -0.8107)

Force components x, y, z for each atom (eV/Å):
-0.752 0.221 0.017
0.018 -0.043 0.008
-0.024 0.089 -0.052
-0.088 -0.067 0.050
0.051 0.021 -0.066
0.090 0.049 0.036
0.001 0.017 0.047
-0.068 -0.074 -0.054
-0.010 -0.018 0.035
0.017 -0.003 0.000
0.061 0.014 0.053
-0.026 -0.010 0.000
0.012 0.008 -0.029
0.004 0.000 0.006
0.000 -0.005 0.000
0.047 0.003 0.144
-0.447 -0.301 0.097
-0.026 0.160 -0.027
0.122 0.003 -0.084
0.867 0.173 -0.085
0.011 -0.005 -0.033
-0.011 0.030 -0.040
0.003 0.003 -0.036
0.008 -0.016 0.002
0.024 -0.018 0.005
-0.010 -0.047 0.000
-0.002 0.002 0.006
-0.016 -0.003 0.011
-0.022 -0.002 0.008
-0.007 0.004 0.000
-0.019 -0.044 0.097
0.054 0.070 -0.189
-0.036 -0.033 0.042
0.070 0.018 -0.035
-0.009 -0.188 0.014
-0.037 0.076 -0.019
0.003 0.007 0.103
0.005 0.002 -0.004
-0.003 -0.010 -0.007
0.008 -0.011 -0.004
-0.007 -0.005 -0.025
0.137 -0.120 -0.028
-0.092 0.112 -0.016
0.100 -0.020 0.049
0.018 -0.015 0.013
-0.016 -0.024 -0.008

## Properties
M, g mol⁻¹: 564.236
Orbital gap, Eh: 0.250
Energy above the lowest of the compared OMol25 structures with the same formula, charge and spin, kJ/mol: 58.3
Calculated total energy, Ha: -2291.116426
LUMO, eV: -4.3
Max |F|, eV Å⁻¹: 0.89
Net charge: +1
Multiplicity: 1
HOMO, eV: -11.129



6.
# CH30CdO18

A molecular structure, CH30CdO18 (ωB97M-V/def2-TZVPD, OMol25).

Cartesian coordinates (Å):
Cd (-2.0230, 0.8075, 1.3078)
C (-0.0985, -0.2907, 0.0175)
O (1.0284, -0.1767, -0.6788)
O (-0.0899, -0.2422, 1.2752)
O (-1.2237, -0.2250, -0.6002)
O (-2.6061, -1.3604, 2.2522)
H (-2.5804, -2.3377, 2.1196)
H (-3.5047, -1.2581, 2.5548)
O (1.5407, 2.5777, 1.0665)
H (2.0909, 2.0011, 0.5660)
H (2.1208, 3.3320, 1.2213)
O (1.7677, 0.1862, -3.5976)
H (1.3616, -0.4780, -3.0858)
H (0.9917, 0.6064, -3.9467)
O (-0.7707, 2.5685, 2.2709)
H (-1.0872, 3.3913, 1.8982)
H (0.1307, 2.5568, 1.9564)
O (-2.9900, 0.2289, -2.2622)
H (-2.2287, 0.1224, -1.6814)
H (-2.9752, 1.2151, -2.4115)
O (0.3601, -3.2678, -0.8040)
H (0.5216, -2.3549, -0.7542)
H (-0.0260, -3.4422, 0.0627)
O (3.1619, 1.2722, -0.5703)
H (3.1399, 1.8366, -1.3247)
H (2.4608, 0.6534, -0.6950)
O (0.0980, -2.8925, 1.8008)
H (-0.2201, -1.9991, 1.6386)
H (1.0451, -2.8029, 1.6006)
O (0.3909, -0.1419, 4.5973)
H (0.5380, -0.8119, 5.2576)
H (1.0336, -0.2730, 3.8771)
O (-2.1406, 2.4817, -0.1968)
H (-1.2820, 2.5406, -0.6487)
H (-2.4280, 3.4120, -0.0472)
O (-0.4442, -1.1219, -3.1335)
H (-0.8256, -0.3120, -3.5380)
H (-0.4729, -0.9290, -2.2309)
O (-2.6702, -2.4105, -0.5552)
H (-2.1124, -1.6625, -0.4946)
H (-3.5201, -2.0954, -0.2219)
O (2.8040, -1.6898, -1.6534)
H (2.1269, -1.1380, -1.1997)
H (3.4731, -1.0857, -1.8939)
O (-0.0641, 2.1769, -1.7442)
H (0.2273, 1.4176, -1.2586)
H (-0.3461, 2.0269, -2.6857)
O (2.2056, 0.0316, 2.4946)
H (2.6084, -0.7996, 2.2296)
H (1.5028, 0.1560, 1.8493)

Force components x, y, z for each atom (eV/Å):
0.653 -0.328 0.335
3.487 1.464 -2.593
-3.878 -0.386 1.969
-0.330 0.028 0.975
0.395 0.030 1.212
-0.486 -0.303 0.084
0.710 0.784 -0.477
-0.625 0.120 0.491
-1.263 1.873 1.187
1.352 -1.413 -1.143
-0.113 -0.028 0.138
1.494 1.853 -0.844
-0.455 -1.875 0.956
-0.157 0.430 -0.632
-2.022 -0.168 0.691
-0.260 0.332 0.106
1.905 -0.595 -0.525
-0.713 2.315 -0.839
-0.004 -0.278 -0.239
-0.354 -1.534 0.124
-0.469 -1.802 -0.239
0.722 1.678 -0.393
-0.156 -0.341 -0.086
1.457 0.707 1.143
0.027 0.544 -1.073
-0.945 -1.008 -0.269
0.399 -0.272 0.461
-0.042 0.267 0.361
-0.327 -0.311 0.164
-0.483 0.439 -0.275
0.191 -0.351 0.141
0.178 0.027 0.205
-1.672 1.385 0.810
0.940 -0.165 -1.071
0.143 -1.024 -0.164
-0.403 0.271 -2.888
-0.046 -1.094 0.280
-0.238 0.185 2.232
-1.648 -1.769 0.497
1.005 1.114 -0.187
0.057 -0.137 -0.355
-1.112 -1.017 0.662
0.788 -0.828 -0.486
1.253 1.014 -0.519
-1.163 2.355 -1.382
0.873 -1.578 -0.611
0.715 -0.439 1.775
0.633 -0.131 0.430
0.256 -0.020 -0.031
-0.270 -0.023 -0.111

## Properties
M, g mol⁻¹: 442.645
Orbital gap, Eh: 0.264
Energy above the lowest of the compared OMol25 structures with the same formula, charge and spin, kJ/mol: 115.7
Calculated total energy, Ha: -1578.130120
LUMO, eV: -2.7
Max |F|, eV Å⁻¹: 4.59
Net charge: 0
Multiplicity: 1
HOMO, eV: -9.855